Entry 1:
Entry from the Open Molecules 2025 dataset: C44H60GeN6O2SbSi3Ta as an isolated structure in a non-equilibrium geometry (wB97M-V/def2-TZVPD).

The strongest force on any atom comes out at 1.176 eV Å⁻¹. The energy relative to the best compared isomer or geometry (same formula, charge and spin) comes out at 0.0 kJ/mol. The calculation puts the frontier orbital gap at 6.88 eV. As for the LUMO energy: -0.36 eV.

Last column: Löwdin charge in e.
Cartesian coordinates (Å):
Ta1 0.341 0.618 0.772  1.662
Sb1 -2.547 -1.630 0.940  1.443
Ge1 1.663 2.556 3.406  0.721
Si1 -3.830 -3.843 -1.441  0.464
Si2 -0.492 -1.780 3.465  0.450
Si3 -3.875 -0.838 -2.043  0.429
O1 -1.077 4.465 0.192  0.076
O2 3.804 1.452 -1.606  0.073
N1 -2.827 1.774 1.558  0.080
N2 1.645 1.317 -0.759  -0.065
N3 -0.556 -1.277 -1.603  0.091
N4 2.247 -0.292 1.008  -0.071
N5 1.800 -2.616 1.151  0.078
N6 -0.678 2.227 -0.171  -0.063
C1 4.828 -1.160 1.653  -0.089
C2 -3.101 0.827 -1.865  -0.182
C3 -0.471 -3.627 3.897  -0.167
C4 2.981 1.031 -0.813  -0.472
C5 -0.444 3.458 -3.683  -0.085
C6 -3.838 1.552 2.392  -0.171
C7 0.391 1.350 2.554  -0.448
C8 0.004 -3.091 -3.647  -0.047
C9 -1.260 3.298 0.483  -0.468
C10 -0.944 3.278 -2.406  -0.044
C11 -2.851 -5.422 -1.122  -0.166
C12 0.958 -2.170 -3.254  -0.044
C13 0.823 -4.630 -0.388  -0.022
C14 3.325 0.049 0.256  -0.251
C15 1.540 2.217 -3.098  -0.018
C16 -2.053 -1.032 4.190  -0.198
C17 0.618 -1.292 -2.243  -0.116
C18 4.594 -0.370 0.477  -0.021
C19 2.644 -3.513 0.612  -0.018
C20 -4.574 -4.101 -3.159  -0.182
C21 0.882 -1.169 4.614  -0.182
C22 -2.801 -2.233 -1.229  -0.542
C23 -4.315 2.509 3.275  -0.054
C24 -0.402 -1.583 1.536  -0.539
C25 -0.205 2.564 -1.471  -0.254
C26 0.448 -2.624 0.934  -0.334
C27 2.196 -4.542 -0.168  -0.029
C28 -0.021 -3.695 0.157  -0.052
C29 -4.041 -1.152 -3.893  -0.160
C30 -3.724 3.763 3.272  -0.049
C31 3.479 2.231 2.775  -0.206
C32 0.790 2.918 -4.028  -0.088
C33 -2.288 2.990 1.540  -0.226
C34 -5.388 -3.852 -0.370  -0.193
C35 -1.211 -3.093 -2.995  -0.066
C36 1.624 2.383 5.366  -0.226
C37 -3.025 -3.524 1.890  -0.313
C38 -1.480 -2.193 -1.956  -0.425
C39 -5.583 -0.737 -1.273  -0.173
C40 2.398 -1.397 1.887  -0.299
C41 1.041 2.056 -1.804  -0.217
C42 1.146 4.390 2.971  -0.213
C43 -2.706 4.021 2.372  0.000
C44 3.791 -1.638 2.360  -0.066
H1 1.087 4.551 1.896  0.016
H2 0.411 -1.137 5.601  0.048
H3 -2.025 -1.280 5.255  0.043
H4 1.745 -1.271 2.736  0.042
H5 0.704 1.904 5.700  0.009
H6 2.509 1.826 -3.357  0.099
H7 4.178 2.856 3.333  0.025
H8 -4.998 -1.600 -4.164  0.022
H9 -1.903 3.690 -2.127  0.116
H10 -0.021 -3.750 4.883  0.033
H11 -2.142 -4.157 1.940  -0.007
H12 -6.023 0.206 -1.606  0.041
H13 -1.457 -4.083 3.932  0.013
H14 -1.018 4.017 -4.411  0.099
H15 -5.375 -3.389 -3.360  0.018
H16 -0.622 1.518 2.940  -0.021
H17 -6.258 -3.712 -1.012  0.030
H18 0.410 -5.433 -0.985  0.115
H19 -5.504 -4.821 0.119  0.041
H20 -5.552 -0.707 -0.183  0.019
H21 0.170 4.615 3.404  0.010
H22 3.763 1.188 2.912  0.004
H23 3.576 2.475 1.717  0.021
H24 1.336 -0.550 -1.924  0.083
H25 -2.065 0.052 4.111  0.017
H26 -3.352 -3.305 2.905  0.001
H27 1.698 -1.892 4.678  0.038
H28 -2.086 0.865 -2.252  0.023
H29 -5.035 -5.093 -3.124  0.042
H30 3.926 -2.174 3.290  0.110
H31 1.677 3.376 5.814  0.013
H32 -1.079 -3.764 -0.020  0.049
H33 -1.959 -3.809 -3.288  0.071
H34 0.197 -3.797 -4.445  0.113
H35 1.873 5.087 3.392  0.020
H36 -3.517 -6.259 -1.345  0.040
H37 -2.995 -1.413 3.800  -0.008
H38 5.841 -1.320 2.001  0.111
H39 -4.274 0.560 2.355  0.065
H40 5.385 0.002 -0.155  0.113
H41 -4.068 4.535 3.948  0.109
H42 -5.128 2.271 3.947  0.104
H43 1.293 -0.184 4.412  -0.005
H44 -2.505 -5.551 -0.100  0.022
H45 1.181 3.053 -5.028  0.098
H46 2.898 -5.244 -0.592  0.111
H47 -2.234 4.989 2.286  0.118
H48 2.463 1.795 5.735  0.015
H49 -3.702 1.523 -2.457  0.050
H50 -3.249 -1.782 -4.300  0.026
H51 1.934 -2.108 -3.713  0.110
H52 3.685 -3.351 0.850  0.125
H53 -3.818 -4.063 1.395  -0.034
H54 -1.995 -5.508 -1.793  0.022
H55 -6.254 -1.540 -1.576  0.019
H56 -5.431 -3.088 0.404  0.018
H57 -3.084 1.178 -0.835  0.004
H58 -3.973 -0.188 -4.399  0.037
H59 -3.902 -4.086 -4.013  0.030
H60 0.132 -4.212 3.197  0.032

Forces on the atoms, in the same order (eV/Å):
-0.199 -0.580 1.004
-0.304 0.065 -0.225
-0.046 -0.047 -0.095
0.032 0.097 -0.009
0.053 -0.106 -0.071
0.075 -0.128 0.036
-0.011 -0.070 0.097
0.020 -0.042 0.052
0.087 -0.007 0.010
0.268 0.192 -0.176
0.021 -0.009 0.015
0.048 0.100 -0.029
-0.017 -0.002 -0.051
-0.198 0.107 -0.053
-0.020 0.081 -0.104
-0.006 0.108 0.056
0.029 0.002 -0.013
-0.072 -0.033 -0.014
0.061 -0.019 -0.019
0.054 0.065 0.115
0.367 0.425 -0.574
0.008 0.046 0.024
0.005 0.011 -0.174
0.022 0.010 0.032
-0.017 0.048 -0.055
-0.020 -0.002 0.006
-0.032 -0.024 -0.002
0.034 0.004 -0.028
-0.007 0.046 0.052
-0.043 -0.013 0.017
0.086 0.110 0.009
-0.062 -0.061 0.035
-0.082 -0.072 -0.035
-0.056 -0.085 0.058
-0.054 -0.022 0.071
0.040 0.024 -0.011
-0.008 -0.063 -0.020
-0.168 0.249 -0.371
-0.071 -0.102 -0.040
0.012 -0.038 0.229
0.047 0.047 0.033
0.059 -0.005 0.012
-0.026 0.091 -0.055
-0.018 0.081 0.003
0.037 0.005 -0.009
-0.054 0.026 -0.022
-0.003 -0.013 0.043
0.002 0.042 0.036
0.046 -0.002 -0.046
-0.038 -0.041 0.007
0.236 -0.128 0.000
-0.175 -0.122 0.003
-0.026 -0.001 -0.032
0.002 0.016 0.205
0.046 -0.005 -0.012
0.014 0.052 0.055
-0.022 -0.074 0.048
-0.029 -0.050 -0.004
0.000 -0.025 -0.037
0.022 -0.011 0.056
-0.005 0.003 0.020
0.059 0.018 -0.154
-0.048 0.019 0.017
0.010 -0.011 -0.010
0.006 0.022 0.017
0.062 0.091 -0.014
-0.021 -0.004 -0.010
0.015 0.018 0.036
-0.053 -0.057 -0.001
-0.030 0.018 -0.028
-0.044 -0.013 0.018
-0.006 0.006 -0.011
0.024 -0.083 0.061
-0.102 -0.158 0.036
-0.015 -0.014 -0.005
0.005 -0.006 -0.019
0.026 -0.041 0.017
0.030 -0.002 0.043
-0.040 0.023 0.003
0.016 -0.024 0.016
-0.003 0.013 -0.021
-0.012 -0.015 -0.024
0.007 0.141 -0.037
0.023 -0.004 -0.009
0.013 0.000 0.033
0.074 -0.024 -0.055
-0.019 -0.046 0.003
0.000 0.018 0.024
0.020 0.014 0.035
-0.047 -0.070 0.007
-0.083 -0.038 -0.038
0.009 -0.005 -0.001
0.002 0.023 0.001
-0.014 -0.026 0.000
-0.005 0.032 -0.015
0.028 -0.010 -0.009
0.011 -0.055 0.025
0.023 0.001 0.015
0.000 -0.003 0.008
-0.015 0.002 -0.008
-0.038 0.042 -0.034
0.045 0.045 0.134
-0.004 0.005 -0.006
-0.001 -0.024 -0.009
0.019 0.001 0.003
0.031 -0.031 -0.004
-0.014 0.054 0.008
0.012 0.012 0.016
0.014 -0.010 -0.013
0.011 -0.027 -0.019
-0.086 -0.011 -0.094
0.040 -0.024 0.028
-0.013 -0.015 -0.005
0.001 0.036 0.002
0.032 0.014 0.069
0.005 0.047 -0.030
0.067 0.006 -0.022
0.032 -0.014 -0.019



Entry 2:
Entry from the Open Molecules 2025 dataset: C44H60N5O2P2PdSi3 as an isolated structure (wB97M-V/def2-TZVPD).

The strongest force on any atom comes out at 0.648 eV Å⁻¹. As for the expectation value of S²: 2.006. The energy relative to the best compared isomer or geometry (same formula, charge and spin) comes out at 0.0 kJ/mol. The calculation puts the frontier orbital gap (spin up / spin down) at 7.87 / 7.96 eV. As for the charge: +1. The spin multiplicity is 3. As for the LUMO energy (spin up / spin down): -1.73 / -2.91 eV.

Last column: Löwdin charge in e.
Cartesian coordinates (Å):
Pd1 1.302 -0.333 0.022  0.880
P1 -2.910 0.513 0.210  0.717
P2 -0.759 2.539 -0.342  0.733
Si1 4.000 -1.044 1.599  0.452
Si2 3.991 -1.236 -1.565  0.362
Si3 3.759 1.591 -0.071  0.391
O1 -1.810 -0.470 -0.022  -0.353
O2 0.348 1.690 0.197  -0.398
N1 0.459 -2.406 -0.085  -0.046
N2 -0.414 -4.343 -0.320  -0.084
N3 0.374 -4.384 0.762  0.097
N4 1.352 -0.429 2.163  -0.044
N5 0.894 -3.229 0.898  0.019
C1 -1.129 2.263 -2.072  -0.289
C2 -3.960 0.132 1.621  -0.263
C3 -1.191 -5.496 -0.772  -0.098
C4 -2.341 2.784 -4.085  -0.061
C5 2.859 2.441 -1.491  -0.177
C6 -2.027 -6.349 1.472  -0.074
C7 2.598 -0.708 4.148  -0.041
C8 1.464 -0.474 4.905  -0.044
C9 3.252 -2.960 -1.654  -0.180
C10 3.534 -0.287 -0.029  -0.488
C11 -0.064 5.127 -1.128  -0.076
C12 -4.004 0.710 -1.204  -0.303
C13 3.212 2.419 1.521  -0.171
C14 -3.429 0.238 2.907  -0.082
C15 -4.181 -0.122 4.011  -0.065
C16 -0.355 4.742 1.231  -0.074
C17 -3.274 -4.529 0.249  -0.069
C18 -3.833 -0.143 -2.287  -0.073
C19 0.038 6.041 1.493  -0.065
C20 0.264 -0.228 4.260  -0.043
C21 -5.020 1.665 -1.233  -0.092
C22 -1.727 1.717 -4.727  -0.064
C23 5.546 -0.338 2.382  -0.166
C24 -0.341 -3.121 -0.834  -0.137
C25 -5.674 0.909 -3.415  -0.066
C26 2.530 -0.684 2.758  -0.270
C27 5.851 -1.442 -1.666  -0.161
C28 0.250 -0.216 2.879  -0.122
C29 4.266 -2.887 1.624  -0.170
C30 -0.824 0.915 -4.046  -0.060
C31 -0.424 4.278 -0.085  -0.272
C32 0.381 6.886 0.446  -0.062
C33 -0.536 1.182 -2.717  -0.090
C34 -2.290 2.186 0.530  -0.280
C35 -5.256 -0.347 1.460  -0.066
C36 0.333 6.429 -0.861  -0.061
C37 -4.668 -0.042 -3.392  -0.068
C38 -2.400 -5.772 0.113  -0.413
C39 -5.476 -0.593 3.840  -0.064
C40 -5.851 1.765 -2.334  -0.065
C41 -2.040 3.062 -2.762  -0.085
C42 5.565 2.033 -0.337  -0.166
C43 -6.011 -0.708 2.567  -0.063
C44 3.392 -0.377 -3.119  -0.175
H1 6.377 -0.493 -1.619  0.018
H2 6.130 -1.936 -2.597  0.037
H3 -1.452 -7.269 1.373  0.083
H4 6.229 1.610 0.411  0.021
H5 0.155 0.543 -2.169  0.067
H6 -6.067 -0.871 4.701  0.111
H7 -3.038 -0.876 -2.256  0.098
H8 -0.510 -6.344 -0.835  0.135
H9 -4.191 -4.762 0.786  0.083
H10 -7.017 -1.078 2.433  0.111
H11 3.870 -3.550 -2.333  0.041
H12 -1.432 -5.646 2.058  0.067
H13 3.868 2.198 2.357  0.020
H14 3.906 0.561 -3.319  0.027
H15 -2.520 3.899 -2.271  0.118
H16 5.502 0.727 2.577  0.018
H17 -3.556 -4.118 -0.722  0.078
H18 -2.417 0.596 3.056  0.076
H19 2.242 -2.932 -2.069  0.010
H20 -1.955 1.511 -5.764  0.112
H21 2.024 1.885 -1.913  -0.011
H22 -0.081 4.775 -2.151  0.106
H23 -0.653 -0.055 2.301  0.072
H24 2.466 3.392 -1.128  0.026
H25 3.556 -1.039 -3.972  0.040
H26 -2.929 -6.576 2.036  0.081
H27 3.349 -3.453 1.468  0.004
H28 3.543 -0.909 4.632  0.109
H29 5.747 -0.849 3.325  0.035
H30 -2.760 -3.745 0.810  0.077
H31 4.669 -3.154 2.603  0.040
H32 4.998 -3.194 0.879  0.029
H33 -5.185 2.321 -0.386  0.113
H34 2.192 2.162 1.803  0.005
H35 5.904 1.701 -1.316  0.022
H36 0.609 7.083 -1.675  0.111
H37 -0.346 0.084 -4.547  0.111
H38 6.217 -2.060 -0.845  0.027
H39 -0.594 4.086 2.059  0.107
H40 -3.050 3.402 -4.618  0.114
H41 5.679 3.118 -0.309  0.040
H42 3.558 2.649 -2.301  0.035
H43 -6.325 0.986 -4.274  0.110
H44 2.322 -0.159 -3.076  0.005
H45 3.245 3.498 1.355  0.039
H46 -6.642 2.503 -2.350  0.110
H47 -2.962 -6.533 -0.439  0.140
H48 6.403 -0.521 1.733  0.041
H49 0.691 7.900 0.651  0.111
H50 -2.080 2.306 1.596  0.068
H51 -5.682 -0.447 0.470  0.106
H52 -0.896 -2.779 -1.687  0.140
H53 -3.062 2.907 0.255  0.081
H54 -1.518 -5.243 -1.782  0.131
H55 0.085 6.396 2.513  0.110
H56 -3.762 -0.035 5.003  0.108
H57 1.513 -0.491 5.986  0.115
H58 3.213 -3.480 -0.703  -0.002
H59 -0.647 -0.057 4.816  0.101
H60 -4.533 -0.706 -4.234  0.110

Forces on the atoms, in the same order (eV/Å):
-0.253 -0.270 0.007
0.071 -0.200 -0.165
0.271 -0.005 -0.084
0.045 0.128 -0.196
0.077 0.089 0.150
0.169 -0.255 -0.077
-0.134 0.036 0.021
0.025 0.169 -0.032
0.592 -0.127 0.231
0.184 -0.115 -0.041
-0.001 -0.258 0.093
0.046 -0.070 0.111
-0.109 0.129 -0.142
0.070 -0.080 -0.147
-0.014 -0.010 0.087
0.081 0.199 -0.092
-0.006 -0.001 -0.013
-0.096 0.002 -0.055
0.046 0.040 0.074
-0.004 0.020 0.003
0.053 -0.014 0.062
-0.078 -0.010 -0.116
-0.368 0.255 -0.109
-0.010 -0.018 -0.064
-0.096 -0.075 -0.065
-0.130 0.005 -0.028
0.015 0.015 0.003
-0.036 -0.004 -0.010
-0.061 -0.011 -0.014
0.013 0.017 0.007
-0.008 0.023 0.002
0.006 0.022 -0.009
-0.132 0.021 -0.036
-0.002 -0.022 0.040
0.021 -0.004 0.006
-0.020 -0.035 0.030
-0.258 0.388 -0.016
0.006 0.026 0.022
-0.035 -0.003 0.095
-0.008 -0.076 0.005
0.015 -0.051 -0.034
-0.110 -0.138 0.063
-0.040 0.014 0.034
0.125 0.087 0.019
-0.005 0.007 0.000
0.111 -0.051 0.072
-0.201 0.161 0.316
-0.027 -0.057 -0.060
-0.018 0.002 -0.009
0.025 -0.010 -0.006
-0.177 -0.120 -0.059
0.015 -0.006 0.004
0.014 -0.023 -0.041
-0.044 -0.059 0.002
-0.071 0.030 0.004
0.005 0.005 0.005
-0.052 -0.003 -0.063
0.068 0.145 -0.002
0.024 -0.039 -0.068
0.036 -0.029 -0.020
0.096 -0.070 0.109
-0.084 0.107 -0.087
-0.027 -0.012 0.043
0.030 -0.032 -0.001
-0.046 -0.014 0.073
-0.032 -0.042 0.027
-0.040 -0.011 -0.006
0.001 -0.061 -0.051
-0.028 -0.007 -0.025
0.108 -0.043 0.158
0.059 0.078 -0.025
-0.004 0.043 0.034
-0.007 0.192 0.032
0.005 0.012 -0.052
-0.042 0.039 0.006
0.002 -0.002 -0.017
-0.014 -0.004 -0.038
0.014 -0.012 0.029
0.015 -0.017 -0.006
0.086 -0.016 0.012
-0.002 0.072 -0.014
0.023 -0.022 -0.069
-0.045 -0.022 0.029
0.012 0.005 0.027
0.060 -0.008 0.016
0.019 -0.023 0.068
0.019 0.047 0.022
-0.005 -0.056 0.053
0.083 -0.028 -0.060
0.011 0.026 0.045
-0.031 0.000 -0.021
0.044 -0.039 -0.117
0.015 0.016 -0.027
0.024 -0.022 -0.019
0.037 -0.049 0.056
-0.006 -0.047 0.023
-0.016 0.017 -0.005
-0.002 0.088 0.017
0.026 0.049 -0.058
-0.026 0.002 -0.032
-0.033 -0.015 -0.001
0.013 0.071 0.016
-0.025 0.029 0.002
-0.037 0.011 0.052
0.072 -0.038 -0.072
0.012 0.038 0.011
-0.032 0.004 0.006
0.005 0.012 -0.011
0.020 0.031 -0.065
0.009 0.063 0.044
0.031 -0.057 0.016
0.005 0.003 0.043
0.014 0.007 0.039
-0.002 0.000 0.009
0.001 -0.058 0.089
-0.026 0.007 0.014
0.014 -0.026 -0.027